Record 1
{"formula": "C4H18LiO5", "method": "ωB97M-V with the def2-TZVPD basis set", "charge": 1, "e_homo_ev": -13.933, "symbols": ["Li", "C", "C", "O", "H", "H", "H", "H", "H", "H", "C", "C", "O", "H", "H", "H", "H", "H", "H", "O", "H", "H", "O", "H", "H", "O", "H", "H"], "xyz": [[-1.069411, -0.316235, 0.345443], [1.623701, 2.824759, 1.951724], [1.757622, 1.549674, 1.140534], [0.661070, 0.645072, 1.333672], [1.811119, 2.660651, 3.016709], [0.612136, 3.235060, 1.881503], [2.302795, 3.604581, 1.609273], [2.689785, 1.036810, 1.388241], [1.790634, 1.771445, 0.074830], [0.740469, 0.296008, 2.226639], [0.851304, -1.383801, -3.328862], [0.424368, -1.205633, -1.882496], [-0.116311, 0.092690, -1.590131], [1.657777, -0.694018, -3.587054], [0.029472, -1.255879, -4.029956], [1.259258, -2.390177, -3.449868], [1.286792, -1.410512, -1.236202], [-0.331736, -1.949563, -1.630387], [0.559142, 0.725756, -1.852320], [-2.301170, 0.804813, 1.480955], [-3.027381, 0.707086, 2.102518], [-2.340187, 1.719947, 1.185051], [-2.667011, -1.131659, -0.669464], [-3.560100, -0.839334, -0.467209], [-2.766451, -1.987271, -1.095567], [-0.592426, -2.047263, 1.475642], [-1.058555, -2.859441, 1.256077], [-0.226702, -2.203580, 2.350713]], "atomic_forces_ev_per_a": [[0.287, 0.089, 0.035], [-0.385, 0.128, 0.263], [0.255, 0.169, -0.037], [-0.064, -0.097, 0.019], [0.081, -0.083, -0.104], [0.046, -0.092, -0.158], [0.141, -0.129, -0.043], [0.022, 0.005, -0.050], [-0.126, -0.010, -0.018], [-0.098, 0.059, 0.045], [0.108, -0.037, 0.133], [0.451, -0.304, -0.225], [-0.054, -0.434, 0.147], [-0.077, 0.071, -0.016], [-0.053, 0.063, 0.031], [-0.068, 0.030, -0.029], [-0.104, 0.115, 0.068], [-0.180, 0.176, 0.034], [-0.089, 0.179, 0.062], [-0.035, 0.089, -0.172], [-0.025, -0.100, 0.064], [0.033, 0.115, 0.077], [0.138, -0.136, 0.147], [-0.052, 0.076, 0.023], [-0.039, -0.014, -0.146], [-0.145, 0.100, -0.192], [-0.049, -0.058, -0.001], [0.081, 0.031, 0.043]]}

=====

Record 2
{"formula": "C4H18N2O4", "method": "ωB97M-V with the def2-TZVPD basis set", "smiles": "CNCCNCO.O.O.O", "charge": 0, "e_homo_ev": -8.884, "symbols": ["C", "N", "C", "C", "N", "C", "O", "H", "H", "H", "H", "H", "H", "H", "H", "H", "H", "H", "H", "O", "H", "H", "O", "H", "H", "O", "H", "H"], "xyz": [[-1.424850, 2.022628, -1.254894], [-0.556633, 1.118445, -0.438425], [0.861077, 1.485206, -0.634216], [1.605661, 0.827090, 0.493828], [2.052660, -0.578215, 0.334576], [1.145293, -1.614541, 0.812239], [0.572349, -2.131212, -0.429231], [-1.056024, 2.369007, -2.212375], [-1.236192, 2.936546, -0.658847], [-2.451135, 1.662695, -1.388422], [-0.660456, 0.117330, -0.537691], [1.030698, 2.561185, -0.826809], [1.306733, 1.112750, -1.583934], [2.456798, 1.425740, 0.804735], [1.054368, 0.836119, 1.456894], [2.292155, -0.735031, -0.636654], [1.644679, -2.383699, 1.394442], [0.312362, -1.196301, 1.401090], [0.068267, -2.945799, -0.309718], [-1.773269, -1.275560, 1.855153], [-1.246197, -0.851469, 1.170456], [-2.388465, -0.542727, 2.051376], [0.611826, -1.070288, -2.744738], [0.880331, -1.786164, -2.135831], [0.985791, -1.155528, -3.638117], [-2.233658, 1.365572, 2.170487], [-2.844982, 1.931024, 1.672540], [-1.437524, 1.423935, 1.612355]], "atomic_forces_ev_per_a": [[0.940, 0.143, 1.363], [0.074, 1.147, -0.984], [-0.097, -1.083, -0.717], [1.067, -0.055, 1.939], [-0.513, 0.607, 0.591], [-0.314, 1.031, -1.573], [-0.155, -0.741, 0.779], [0.406, -0.820, -0.707], [-1.432, 0.067, -0.246], [0.229, 0.330, 0.502], [-0.126, 0.005, -0.914], [-0.481, -0.165, 1.174], [-0.547, -0.376, 0.235], [0.573, 0.088, -0.440], [-0.301, 0.107, -0.693], [0.076, -0.299, 0.126], [0.133, -0.269, -0.220], [1.024, -0.134, 0.103], [0.016, 0.062, 0.345], [-0.426, 0.185, -0.166], [-0.217, -0.143, -0.098], [0.222, -0.293, 0.240], [0.103, 0.266, -0.658], [-0.041, 0.370, -0.576], [-0.083, -0.348, 0.759], [-0.224, 0.677, -0.439], [0.024, -0.182, 0.346], [0.069, -0.176, -0.070]]}

=====

Record 3
{"formula": "C4H18N2O5S", "method": "ωB97M-V with the def2-TZVPD basis set", "spin_multiplicity": 2, "charge": -1, "e_homo_ev": [0.553, -6.393], "symbols": ["C", "N", "C", "N", "O", "C", "C", "S", "H", "H", "H", "H", "H", "H", "H", "H", "H", "H", "H", "H", "O", "H", "H", "O", "H", "H", "O", "H", "H", "O"], "xyz": [[-1.029080, -0.085981, 0.368982], [0.170852, 0.662380, -0.105910], [1.307624, 0.748328, 0.869282], [1.473401, 0.107351, 2.070260], [2.160636, 1.474833, 0.423993], [-1.680423, -0.728943, -0.848867], [-0.759887, -1.791205, -1.486669], [-1.394497, -3.187355, -2.341174], [-0.816173, -0.885738, 1.145666], [-1.706857, 0.832659, 0.879871], [0.030932, 1.488748, -0.617233], [2.403428, 0.433049, 2.335610], [1.138983, -0.698431, 2.463598], [-2.638736, -1.266592, -0.485655], [-2.051146, 0.129027, -1.582735], [-0.214994, -1.297271, -2.304064], [-0.051404, -2.186560, -0.777658], [-2.101193, -3.525275, -1.267434], [-0.394520, 3.873914, 1.581913], [0.325692, 3.324419, 0.503852], [-0.370282, 3.854618, 0.603946], [2.408458, 0.510980, -3.002829], [1.439590, 0.577378, -1.997077], [1.557647, 0.294717, -2.868859], [-1.653022, 0.690496, 2.907171], [-3.113383, 0.748005, 3.186158], [-2.295081, 0.500019, 3.643762], [3.218028, -1.859475, -1.272786], [1.994743, -1.209841, -1.319681], [2.640669, -1.528267, -0.705443]], "atomic_forces_ev_per_a": [[-1.025, 2.646, 0.269], [1.650, -4.309, 4.558], [-2.671, 0.073, -3.288], [1.614, 3.300, -1.705], [1.740, 1.252, 0.489], [-2.567, 0.117, -0.143], [0.896, 1.984, -0.791], [-1.090, -0.661, -0.291], [0.137, 1.204, -0.855], [0.937, -2.662, -1.053], [-0.315, 1.308, -0.244], [-0.330, -0.635, 0.475], [-1.443, -2.146, 0.549], [1.207, 0.875, -0.519], [0.893, -1.969, 1.251], [0.355, 0.018, 0.523], [0.302, 0.268, 0.414], [-0.434, -0.653, 0.071], [-0.561, 0.194, -0.390], [4.751, -3.494, -1.182], [-4.123, 3.318, 1.565], [4.861, 1.146, -1.231], [-0.910, 0.780, 2.594], [-3.926, -1.813, -1.275], [-0.435, -0.128, 1.022], [-0.197, 0.017, 0.199], [0.640, 0.158, -1.036], [4.560, -2.599, -3.585], [-1.162, 0.611, -0.295], [-3.350, 1.801, 3.903]]}

=====

Record 4
{"formula": "C4H18N3O3", "method": "ωB97M-V with the def2-TZVPD basis set", "charge": 1, "e_homo_ev": -13.608, "symbols": ["C", "C", "C", "N", "C", "N", "N", "H", "H", "H", "H", "H", "H", "H", "H", "H", "H", "H", "H", "H", "H", "O", "H", "H", "O", "H", "H", "O"], "xyz": [[1.394873, 3.298794, 0.021198], [0.973925, 2.219883, -0.999991], [0.002761, 1.360446, -0.099709], [0.519126, -0.005041, -0.008955], [-0.050037, -1.116752, -0.443671], [-1.106582, -1.032076, -1.359151], [0.395687, -2.312478, -0.024334], [0.910667, 4.151134, 0.031776], [2.479513, 3.687529, -0.196984], [1.581125, 2.815609, 1.076504], [0.445165, 2.618524, -1.773454], [1.890471, 1.680195, -1.348665], [-0.147312, 1.712684, 0.876410], [-1.105092, 1.524893, -0.379163], [1.354420, -0.073606, 0.581875], [-1.903036, -0.657023, -0.997075], [-1.340431, -1.973167, -1.873176], [0.022822, -3.174217, -0.442534], [1.320054, -2.414048, 0.248331], [-3.032168, -3.428834, -1.043164], [-2.274043, -2.678036, 0.025485], [-2.145023, -3.375172, -0.705216], [-2.533102, 0.796498, 1.641342], [-3.671063, 0.012847, 0.926238], [-2.744320, 0.187513, 0.873151], [3.123429, -0.499541, 2.031453], [2.881404, -2.084388, 1.852545], [2.756767, -1.242170, 1.508933]], "atomic_forces_ev_per_a": [[6.698, -3.717, 0.649], [0.999, -0.690, 4.358], [-1.443, -0.209, -3.082], [-0.690, -0.347, 0.486], [-0.782, 0.342, -0.828], [3.244, -3.460, -1.643], [-1.628, -0.702, -1.608], [-3.214, 3.886, 0.411], [-1.728, -0.725, 0.064], [-0.741, 1.183, -1.864], [-1.203, 1.038, -2.336], [-1.125, 0.120, 0.287], [0.922, 0.599, 1.601], [1.716, -1.277, -0.588], [-0.591, -0.538, -0.222], [-2.552, 1.853, 1.104], [0.806, 2.448, 1.742], [-0.118, 0.863, 0.147], [1.902, 0.243, 0.851], [-0.721, -0.533, -0.464], [0.457, -1.666, -1.368], [-0.260, 1.365, 2.075], [-0.538, -1.147, -1.347], [-1.055, -0.030, 0.217], [1.438, 1.052, 1.173], [0.024, -1.370, -0.021], [0.839, -1.907, 1.670], [-0.656, 3.325, -1.462]]}

=====

Record 5
{"formula": "C4H18NO3", "method": "ωB97M-V with the def2-TZVPD basis set", "charge": 1, "e_homo_ev": -14.356, "symbols": ["C", "C", "C", "C", "N", "H", "H", "H", "H", "H", "H", "H", "H", "H", "H", "H", "H", "H", "H", "O", "H", "H", "O", "H", "H", "O"], "xyz": [[0.475935, 0.249013, -0.267503], [-0.820600, 1.003935, 0.267989], [-2.024733, -0.056307, 0.525076], [-0.496134, 1.823453, 1.573845], [1.281301, 1.245771, -1.142720], [1.150952, 0.213202, 0.593465], [0.307380, -0.639668, -0.825144], [-1.173741, 1.607059, -0.624496], [-2.593222, 0.052721, -0.346016], [-1.685966, -1.032247, 0.753541], [-2.510368, 0.310477, 1.459887], [-0.244406, 1.165290, 2.369051], [-1.402616, 2.458710, 1.817744], [0.149346, 2.704172, 1.312267], [0.540715, 1.841470, -1.631099], [1.844658, 2.029695, -0.646279], [1.833202, 0.663830, -1.863795], [0.429419, -2.766974, 1.245731], [2.032550, -2.702908, 1.227936], [1.238256, -2.350471, 0.883558], [3.970932, 0.675125, -2.984258], [2.813033, 0.612030, -4.070628], [3.017322, 0.445758, -3.136293], [-2.641969, -3.939071, 1.041440], [-3.120058, -2.503358, 1.183061], [-2.371198, -3.110708, 1.283632]], "atomic_forces_ev_per_a": [[0.128, 3.532, 2.132], [-0.079, -1.531, -0.319], [2.060, 2.932, 1.794], [-1.879, 2.375, -2.922], [-1.145, 1.301, -0.947], [-0.318, -1.311, -0.228], [0.092, -0.646, -0.284], [0.264, -0.046, 1.253], [-1.409, -0.507, -0.910], [0.486, -0.961, -0.256], [-0.216, -0.243, -0.983], [0.588, -0.172, 0.701], [0.573, -1.256, 0.099], [0.489, -1.214, 0.627], [1.288, -1.133, 0.198], [-0.791, -2.290, -0.710], [-0.084, 1.582, 0.747], [1.066, -0.021, -0.017], [0.808, -0.982, 0.865], [-1.983, 0.885, -0.790], [-1.295, -0.353, -0.450], [0.321, -0.085, 0.318], [1.009, 0.313, 0.041], [-1.256, -3.265, -0.953], [0.197, -0.526, 0.044], [1.085, 3.620, 0.948]]}

=====

Record 6
{"formula": "C4H18O4", "method": "ωB97M-V with the def2-TZVPD basis set", "smiles": "CCCC.O.O.O.O", "charge": 0, "e_homo_ev": -10.502, "symbols": ["C", "C", "C", "C", "H", "H", "H", "H", "H", "H", "H", "H", "H", "H", "O", "H", "H", "O", "H", "H", "O", "H", "H", "O", "H", "H"], "xyz": [[-0.809813, 0.271343, -1.850493], [-1.162020, -1.199612, -2.049779], [-1.698803, -1.835866, -0.768258], [-1.234858, -3.320621, -0.597491], [0.112696, 0.355627, -1.265748], [-1.554815, 0.758293, -1.221286], [-0.691016, 0.840439, -2.773107], [-0.341877, -1.705204, -2.567006], [-1.943298, -1.318392, -2.814724], [-2.781042, -1.733158, -0.742920], [-1.288856, -1.401020, 0.143688], [-1.749872, -3.977166, -1.293495], [-1.229301, -3.526914, 0.469504], [-0.179309, -3.363181, -0.845673], [0.290957, 2.994692, 1.612849], [0.998934, 2.415553, 1.899870], [0.539976, 3.258011, 0.722312], [1.924543, 0.826250, 1.402360], [1.605683, -0.007529, 1.752079], [2.672503, 0.656098, 0.800770], [-2.029646, 1.489591, 2.165997], [-1.092104, 1.546637, 1.953449], [-2.522271, 2.283477, 1.981845], [3.760407, -0.042783, -0.489950], [4.101735, -0.934192, -0.533888], [3.877219, 0.452234, -1.302353]], "atomic_forces_ev_per_a": [[0.118, 0.045, 0.425], [-0.687, 0.417, -0.802], [1.257, -1.395, 0.159], [0.086, 1.402, -0.342], [0.071, -0.039, -0.147], [-0.224, 0.091, -0.168], [-0.018, -0.096, -0.031], [0.339, -0.279, 0.718], [-0.113, 0.360, 0.140], [-0.046, -0.055, 0.173], [-0.110, 0.791, -0.220], [-0.196, -0.442, 0.515], [-0.735, -0.806, -0.086], [0.277, 0.033, -0.290], [-0.372, 0.631, 0.018], [0.429, -0.341, -0.114], [-0.004, -0.093, 0.015], [0.176, 0.318, 0.079], [0.171, -0.163, -0.138], [-0.315, -0.374, 0.226], [-0.493, -1.562, 0.494], [-0.321, 1.040, -0.264], [0.581, 0.504, -0.243], [-0.312, 0.502, 0.614], [0.206, -0.049, -0.491], [0.235, -0.439, -0.239]]}